Below is a molecular structure, C49H82BCaN10OSSb2 in a non-equilibrium geometry, with properties calculated with the ωB97M-V functional and the def2-TZVPD basis.

XYZ file:
```
147
Properties=species:S:1:pos:R:3:forces:R:3:lowdin_charge:R:1
Sb -3.51195 -1.04383 -2.38971 0.1 0.0 0.0 1.33
Sb -2.97103 2.12793 -0.22252 -0.3 0.2 -0.3 1.24
Ca 0.18703 0.90719 -0.30907 -1.1 0.6 0.1 1.14
S -0.30029 2.86206 2.13122 -0.4 -0.2 0.0 0.63
O 0.05839 1.61367 -2.46607 0.4 0.5 0.3 -0.17
N 2.23587 1.21749 0.77468 0.5 -0.2 0.1 -0.04
N 2.52063 0.01935 1.37305 0.1 -0.1 -0.1 0.02
N 2.79066 -1.96549 -0.17097 0.2 -0.1 0.2 0.03
N -0.40587 -1.56586 1.66395 0.0 -0.1 -0.1 0.12
N 0.66511 0.79399 -4.43507 0.0 -0.1 0.0 0.11
N -1.26330 1.78051 4.34643 0.0 0.0 0.0 0.01
N 3.30529 -1.06465 -1.05365 0.0 0.0 0.0 0.14
N 0.90007 -1.99798 1.75896 -0.1 0.1 0.0 0.03
N -0.08067 -1.50418 -2.32143 0.0 0.0 0.0 0.11
N 0.96985 1.33954 3.86084 0.0 0.0 0.0 0.05
C 1.72216 2.85127 -3.72145 0.0 0.0 0.0 0.03
C -5.10303 1.58152 -0.29782 0.0 0.1 0.1 -0.31
C -3.66312 -1.19509 -4.53018 -0.1 0.0 0.0 -0.32
C -0.25274 -3.11665 3.27433 0.0 0.0 0.0 0.02
C 4.27896 -0.97114 2.86736 0.0 0.0 0.0 0.00
C 0.30329 -3.87221 -2.36750 0.0 0.0 0.0 -0.04
C -1.09993 -2.25269 2.56064 0.0 0.1 0.0 -0.26
C -2.59831 -2.14134 2.70651 0.0 -0.1 0.0 -0.55
C 1.00419 -2.91650 2.75087 0.0 0.0 0.0 -0.29
C 3.22815 3.51139 0.68159 0.0 0.0 0.0 -0.54
C 2.80733 -4.47809 0.20606 0.0 0.0 0.0 -0.02
C 3.25282 -3.21197 -0.45073 -0.2 0.0 -0.1 -0.27
C -5.62976 -0.74996 -2.09806 0.0 0.0 -0.1 -0.34
C 0.77198 1.71623 -3.47981 -0.2 -0.2 -0.2 -0.49
C 0.38858 -3.85698 -3.74547 0.0 0.0 0.0 -0.04
C 4.81606 -1.04604 -3.00312 0.0 0.0 0.0 -0.55
C 4.57261 3.65929 -0.04765 0.0 0.0 0.0 -0.03
C -3.14157 -0.98442 1.88146 0.0 0.1 0.0 -0.08
C -2.83259 3.20773 -2.07141 0.0 0.0 0.0 -0.32
C 4.78845 0.47023 -2.80665 0.0 0.0 0.0 -0.06
C -1.22829 1.64141 5.80623 0.0 0.0 0.0 -0.24
C -0.38322 -0.21785 -4.38059 0.0 0.0 0.0 -0.12
C -3.22730 -3.45622 2.22548 0.0 0.0 0.0 -0.03
C 1.21515 0.16222 4.68956 -0.1 0.0 0.0 -0.22
C -5.78996 1.73515 -1.61748 0.1 0.0 -0.1 -0.29
C -3.43057 3.87890 0.92719 0.0 0.0 0.0 -0.35
C 3.14092 2.09377 1.19157 0.0 0.0 0.0 -0.27
C 4.02239 1.46887 2.08718 0.0 0.0 0.0 0.03
C -2.42523 2.35654 6.40567 0.0 0.0 0.0 -0.07
C 6.26852 -1.52806 -3.06003 0.0 0.0 0.0 -0.04
C 4.10827 -3.10055 -1.52445 0.0 0.0 -0.1 0.02
C 0.20033 -2.65135 -4.40314 0.0 0.0 0.0 -0.02
C -2.95433 -1.92108 4.17951 0.0 0.0 0.0 -0.04
C 2.17837 0.44417 5.82902 0.0 0.0 0.0 -0.06
C -6.21954 3.00370 -2.01313 0.1 0.0 0.0 -0.07
C -6.79974 3.22373 -3.24901 0.0 -0.1 -0.1 -0.08
C 2.26701 -3.55164 3.23281 0.0 -0.1 -0.1 -0.03
C 0.07242 -2.67613 -1.70459 0.0 0.0 0.1 -0.13
C 4.10878 -1.39976 -4.31789 0.0 0.0 0.0 -0.04
C -6.96914 2.15609 -4.12239 0.0 0.1 0.0 -0.08
C -6.00931 0.64800 -2.47965 0.0 0.0 0.1 -0.30
C -6.58344 0.88687 -3.72960 0.0 -0.1 0.0 -0.06
C 3.17328 4.50026 1.85032 0.0 0.0 0.0 -0.04
C -0.19609 1.89848 3.53619 0.2 0.1 0.0 -0.79
C 2.10670 3.80456 -0.31007 0.0 0.0 0.0 -0.07
C -3.51487 -3.17683 -2.11611 0.0 0.0 0.0 -0.31
C 3.61457 0.15337 2.15064 0.0 -0.1 0.0 -0.27
C 4.09962 -1.73325 -1.86542 0.1 0.0 0.0 -0.26
C -0.04269 -1.50464 -3.66241 0.0 0.1 0.0 -0.29
B 1.80895 -1.24206 0.77036 0.2 0.0 0.1 -0.58
H 3.99121 4.32043 2.55017 0.0 0.0 0.0 0.08
H 0.21905 -2.60196 -5.48437 0.0 0.0 0.0 0.12
H -6.14592 -1.48389 -2.71818 0.0 0.0 0.0 0.06
H 1.34955 3.73960 -3.21883 0.0 0.0 0.0 0.09
H 5.41542 0.76462 -1.96316 0.0 0.0 0.0 0.08
H -4.03741 -1.84501 4.29721 0.0 0.0 0.0 0.09
H 4.63362 -3.90880 -2.00642 0.0 0.0 0.0 0.11
H 3.13569 -3.24131 2.66488 0.0 -0.1 -0.1 0.04
H -2.88014 -4.29852 2.82573 0.0 0.0 0.0 0.09
H 2.38882 -0.47329 6.38032 0.0 0.0 0.0 0.08
H -2.84108 -3.62523 -2.84649 0.0 0.0 0.0 0.00
H 6.80633 -1.01393 -3.85957 0.0 0.0 0.0 0.09
H -4.53221 -1.80583 -4.77500 0.0 0.0 0.0 0.01
H -3.77139 -0.21362 -4.98968 0.0 0.0 0.0 0.01
H -0.51041 -3.80171 4.06584 0.0 0.0 0.0 0.12
H -2.60575 -2.74446 4.80481 0.0 0.0 0.0 0.08
H 4.07066 -2.48066 -4.46600 0.0 0.0 0.0 0.09
H -3.69324 3.86260 -2.19074 0.0 0.0 0.0 0.00
H 3.07974 -1.02951 -4.30592 0.0 0.0 0.0 0.06
H -2.96057 -3.65362 1.18555 0.0 0.0 0.0 0.07
H -2.50645 -0.99603 4.54683 0.0 0.1 0.0 0.07
H -3.35771 1.91690 6.04684 0.0 0.0 0.0 0.08
H -2.41134 2.26815 7.49073 0.0 0.0 0.0 0.08
H -2.41713 3.41662 6.14971 0.0 0.0 0.0 0.08
H 4.68104 4.67758 -0.42636 0.0 0.0 0.0 0.09
H -6.09307 3.83485 -1.32708 0.0 0.0 0.0 0.11
H 4.63738 2.96543 -0.88916 0.0 0.0 0.0 0.08
H -4.22505 -0.91620 2.00755 0.0 0.0 0.0 0.09
H 0.57637 -4.76573 -4.30214 0.0 0.0 0.0 0.12
H 1.71245 1.57465 3.21519 0.0 0.0 0.0 0.09
H 3.47357 -4.78697 1.01053 0.0 0.0 0.0 0.08
H 3.77394 0.81072 -2.59302 0.0 0.0 0.0 0.05
H 4.63486 -0.95614 -5.16657 0.0 0.0 0.0 0.09
H 6.32463 -2.59998 -3.25539 0.0 0.0 0.0 0.08
H -2.77966 2.51905 -2.91393 0.0 0.0 0.0 -0.01
H -7.12245 4.21807 -3.52727 0.0 0.0 0.0 0.10
H -0.29677 2.07531 6.17542 0.0 0.0 0.0 0.11
H 2.19077 -4.63698 3.17142 0.0 0.0 0.0 0.09
H 0.26706 -0.22898 5.04669 0.0 0.0 0.0 0.10
H 2.22986 4.41524 2.39044 0.0 0.0 0.0 0.06
H 5.15901 0.97104 -3.70437 0.0 0.0 0.0 0.09
H 3.67888 -1.35267 3.69408 0.0 0.0 0.0 0.06
H 6.78088 -1.32761 -2.11799 0.0 0.0 0.0 0.09
H -2.54029 4.46844 1.12558 0.0 0.0 0.0 -0.03
H 1.13678 3.86952 0.18378 0.0 0.0 0.0 0.02
H -2.92174 -1.11787 0.81962 0.0 0.0 0.0 0.04
H -3.18146 -3.45358 -1.11812 0.0 0.0 0.0 -0.03
H 2.28906 4.75620 -0.81335 0.0 0.0 0.0 0.10
H 0.98930 -0.80956 0.01626 0.4 -0.6 0.1 -0.01
H 3.27042 5.52216 1.47817 0.0 0.0 0.0 0.09
H 2.07096 3.02646 -1.07292 0.0 0.0 -0.1 0.04
H 3.12298 0.83422 5.44528 0.0 0.0 0.0 0.08
H 1.83664 3.05181 -4.78525 0.0 0.0 0.0 0.09
H -2.69151 -0.04118 2.19874 0.0 0.0 0.0 0.05
H -2.77143 -1.68136 -4.92583 0.0 0.0 0.0 -0.01
H -6.75505 0.04674 -4.39357 0.0 0.0 0.0 0.11
H -0.01086 -2.65826 -0.62380 0.0 0.0 0.0 0.09
H -2.06274 2.27754 3.98270 0.0 0.0 0.0 0.11
H 2.43601 -3.29418 4.28006 0.0 0.0 0.0 0.09
H 1.24426 0.87063 -5.25454 0.0 0.0 0.0 0.15
H -4.15544 4.46342 0.35986 0.0 0.0 0.0 0.00
H 5.22759 -0.62389 3.27230 0.0 0.0 0.0 0.09
H 1.79796 -4.39603 0.60760 0.0 0.0 0.0 0.07
H -4.52257 -3.55799 -2.27935 0.0 0.0 0.0 0.01
H 5.41012 3.45600 0.62058 0.0 0.0 0.0 0.09
H 4.87574 1.89713 2.58654 0.0 0.0 0.0 0.12
H 1.77240 1.17778 6.52551 0.0 0.0 0.0 0.07
H 0.41376 -4.78938 -1.80623 0.0 0.0 0.0 0.11
H -5.51882 2.29152 0.41877 0.0 -0.1 0.0 0.06
H -1.91857 3.80221 -2.04345 0.0 0.0 0.0 0.00
H -4.31565 -3.40906 2.30169 0.0 0.0 0.0 0.09
H 1.62378 -0.60305 4.03028 0.0 -0.1 0.0 0.09
H 4.49076 -1.79351 2.18196 0.0 0.0 0.0 0.08
H -0.67560 -0.44030 -5.40528 0.0 0.0 0.0 0.13
H -3.87752 3.58869 1.87891 0.0 0.0 0.0 0.00
H -1.23079 0.24343 -3.87179 0.0 0.0 0.0 0.08
H 2.81376 -5.27718 -0.53488 0.0 0.0 0.0 0.08
H -1.24684 0.59195 6.10236 0.0 0.0 0.0 0.10
H 2.70215 2.60658 -3.30978 0.0 0.0 0.0 0.08
H -5.84456 -0.97386 -1.05496 -0.1 0.0 0.0 0.05
H -5.21026 0.58678 0.12261 0.0 -0.1 0.0 0.02
H -7.42066 2.30777 -5.09368 0.0 0.0 0.0 0.10
```
Positions in Å, forces in eV/Å.

Output
Charge = +1
E_LUMO = -1.6 eV
Orbital gap = 0.3044 hartree
Molar mass = 1153.74 g mol⁻¹
HOMO = -9.9 eV
E_tot = -4120.34433 Eh

=====

Below is a gas-phase ion, C5H15N4 (charge +1) in a non-equilibrium geometry, with properties calculated with the ωB97M-V functional and the def2-TZVPD basis.

XYZ file:
```
24
Properties=species:S:1:pos:R:3:forces:R:3:lowdin_charge:R:1
N 0.13385 0.03373 -0.38663 -6.8 -4.6 3.5 0.11
N -0.32747 -1.97964 2.74953 0.8 -3.6 0.3 0.07
N -1.83854 -1.10710 0.78001 -0.6 1.3 -1.2 0.20
N 0.29236 -1.41623 1.60690 -1.0 1.1 0.4 -0.19
C 0.18764 0.66964 -2.67497 -0.3 -2.3 -1.7 -0.07
C -0.56932 0.88010 -1.36238 2.5 0.7 0.0 -0.37
C -0.54858 -0.78445 0.76925 2.2 0.7 -2.9 -0.19
C 1.72236 -1.29005 1.50840 -0.2 -1.2 4.4 -0.01
C -0.46417 2.38759 -0.89920 -0.2 -3.5 2.2 0.00
H -0.14855 -3.07447 2.75366 -0.7 2.5 -0.7 0.16
H 0.20326 -1.80465 3.60513 0.0 1.1 -0.3 0.10
H 0.30283 -0.40089 -3.15732 -0.3 1.6 1.9 0.13
H 0.54126 2.59825 -1.08518 1.4 1.2 -0.5 0.06
H 1.13328 1.13092 -2.79271 1.1 0.5 0.6 0.06
H -2.39642 -1.50662 1.56270 1.2 0.4 -0.9 0.15
H -0.37320 1.08558 -3.46509 -1.0 1.1 -0.9 0.06
H 2.12512 -2.27027 1.79920 0.0 0.2 0.0 0.11
H 1.96669 -1.17921 0.54016 1.2 0.8 -3.2 0.05
H 2.13011 -0.56665 2.25376 -0.2 -0.2 -0.9 0.13
H -0.58956 2.43839 0.20856 -0.1 -0.1 -0.7 0.09
H -2.31197 -0.76109 -0.06698 -0.2 -0.3 1.1 0.13
H -1.53196 0.50802 -1.60332 -1.2 -0.3 0.6 0.12
H 1.00225 0.18025 -0.06484 3.6 1.5 0.6 0.04
H -1.18125 2.99839 -1.30464 -1.3 1.6 -1.4 0.05
```
Positions in Å, forces in eV/Å.

Output
Charge = +1
E_LUMO = -2.8 eV
Orbital gap = 0.3965 hartree
SMILES string = CC(C)N/C(N)=[N+](\C)N
Molar mass = 131.20 g mol⁻¹
HOMO = -13.6 eV
E_tot = -418.21583 Eh

=====

Below is a molecular structure, C5H10O2, with properties calculated with the ωB97M-V functional and the def2-TZVPD basis.

XYZ file:
```
17
Properties=species:S:1:pos:R:3:forces:R:3:lowdin_charge:R:1
O -0.87179 -1.24078 -1.59938 0.0 -0.1 -0.1 -0.12
O 0.38361 0.70402 1.08287 0.0 0.1 0.0 -0.10
C -0.74171 0.25303 0.36650 -0.2 0.0 -0.1 -0.38
C -0.26161 -0.22470 -1.00482 0.1 0.4 0.2 -0.35
C 1.34137 -0.33919 1.03275 0.2 -0.2 0.0 -0.21
C -1.74875 1.37301 0.21182 0.0 0.0 0.0 -0.02
C 1.44781 -0.83379 -0.40222 0.2 0.1 0.0 -0.05
H 1.03071 -1.16523 1.69204 0.0 0.1 -0.1 0.13
H 0.10543 0.61018 -1.63013 -0.1 -0.1 0.1 0.16
H -1.29656 2.22150 -0.31308 -0.1 -0.1 0.1 0.09
H -2.61095 1.01789 -0.36136 0.1 0.1 0.1 0.09
H 2.28479 0.06680 1.40684 -0.1 -0.1 -0.1 0.13
H -1.19696 -0.61971 0.86491 0.1 0.1 0.0 0.16
H 1.73654 -1.89766 -0.44462 -0.1 0.1 0.0 0.13
H 0.35876 -1.37295 -1.05829 0.1 -0.2 -0.1 0.14
H -2.09031 1.71468 1.19253 0.0 -0.1 -0.1 0.09
H 2.12964 -0.26711 -1.03635 -0.1 -0.1 0.1 0.11
```
Positions in Å, forces in eV/Å.

Output
Charge = 0
E_LUMO = 1.0 eV
Orbital gap = 0.3740 hartree
Molar mass = 102.13 g mol⁻¹
HOMO = -9.2 eV
E_tot = -346.84515 Eh

=====

Below is CH4NP in the gas phase in a non-equilibrium geometry, with properties calculated with the ωB97M-V functional and the def2-TZVPD basis.

XYZ file:
```
7
Properties=species:S:1:pos:R:3:forces:R:3:lowdin_charge:R:1
P -1.85560 -0.13698 -0.13910 -1.3 -1.4 -0.8 0.74
N -0.41125 0.26060 0.04227 0.3 1.8 1.2 -0.52
C 0.89046 -0.18020 -0.07083 2.5 -0.5 -2.8 -0.29
H 1.57947 0.54319 -0.70526 -1.6 -1.1 1.0 0.11
H -2.58471 0.85104 0.57962 0.1 0.5 0.1 -0.18
H 1.38562 -0.13953 0.89330 0.0 -0.4 0.3 0.06
H 0.99603 -1.19812 -0.60001 0.1 1.1 1.0 0.08
```
Positions in Å, forces in eV/Å.

Output
Charge = 0
E_LUMO = 0.0 eV
Orbital gap = 0.3052 hartree
SMILES string = [H]/P=N/C
Molar mass = 61.02 g mol⁻¹
HOMO = -8.4 eV
E_tot = -436.53459 Eh